Entry from the Open Molecules 2025 dataset: a cluster of 13 separate species, C77H143N5O29 in total (ωB97M-V/def2-TZVPD).

For the LUMO energy, the calculation gives -0.03 eV. As for the HOMO energy: -8.3 eV. For the energy, the calculation gives -148987.4692 eV. The value obtained for the energy relative to the best compared isomer or geometry (same formula, charge and spin) is 0.0 kcal/mol. As for the HOMO-LUMO gap: 8.2 eV.

```
! wB97M-V def2-TZVPD RIJCOSX def2/J DEFGRID3
* xyz 0 1
C 1.26 -0.32 6.66
C -0.20 -0.06 6.38
C -0.51 1.30 5.84
O -1.32 1.00 4.72
C -1.24 -0.30 4.44
O -1.69 -0.74 3.35
O -0.58 -0.96 5.40
H 1.46 -1.33 7.02
H 1.61 0.35 7.45
H 1.92 -0.18 5.80
H -0.72 -0.24 7.32
H 0.38 1.82 5.51
H -1.06 1.85 6.60
C -0.33 -6.02 -5.60
C -0.09 -4.56 -5.08
C -1.41 -3.96 -4.67
O -1.08 -3.35 -3.44
C 0.21 -3.70 -3.08
O 0.84 -3.28 -2.13
O 0.68 -4.60 -3.94
H -1.08 -6.61 -5.06
H 0.60 -6.56 -5.45
H -0.48 -6.11 -6.68
H 0.41 -4.02 -5.88
H -2.13 -4.74 -4.38
H -1.86 -3.14 -5.23
C -2.80 0.97 -4.92
C -4.24 0.51 -4.50
C -4.25 -0.40 -3.27
O -5.45 -0.01 -2.59
C -5.93 1.11 -3.06
O -6.94 1.74 -2.67
O -5.06 1.55 -4.06
H -2.88 1.70 -5.72
H -2.22 0.13 -5.31
H -2.23 1.35 -4.07
H -4.72 0.11 -5.39
H -3.36 -0.22 -2.67
H -4.28 -1.46 -3.55
C -1.74 4.76 1.67
C -2.49 4.84 3.04
C -2.11 6.11 3.80
O -3.24 6.53 4.45
C -4.30 6.00 3.86
O -5.48 6.35 4.04
O -3.89 4.99 3.02
H -2.30 4.79 0.73
H -1.20 3.83 1.81
H -0.99 5.54 1.53
H -2.30 3.99 3.70
H -1.72 6.81 3.05
H -1.31 5.84 4.50
C -6.58 0.85 0.62
C -5.58 0.13 1.41
C -4.79 1.01 2.35
O -4.85 0.27 3.59
C -5.88 -0.62 3.49
O -6.14 -1.32 4.48
O -6.43 -0.68 2.23
H -7.28 0.22 0.08
H -6.02 1.48 -0.07
H -7.23 1.52 1.19
H -4.92 -0.58 0.90
H -5.30 1.97 2.50
H -3.78 1.33 2.08
C -2.14 6.69 -1.62
C -2.50 5.82 -2.86
C -3.42 4.59 -2.52
O -4.48 4.73 -3.48
C -4.49 5.91 -4.01
O -5.39 6.32 -4.76
O -3.32 6.55 -3.75
H -1.71 6.07 -0.84
H -3.01 7.16 -1.17
H -1.39 7.43 -1.91
H -1.65 5.38 -3.39
H -3.77 4.67 -1.49
H -2.87 3.67 -2.69
C -5.80 4.76 0.54
C -7.13 5.31 -0.04
C -7.20 5.75 -1.51
O -8.31 5.12 -2.10
C -8.86 4.31 -1.23
O -9.86 3.64 -1.49
O -8.10 4.26 -0.05
H -5.36 3.97 -0.07
H -6.12 4.30 1.48
H -5.12 5.60 0.66
H -7.61 6.07 0.59
H -6.27 5.44 -1.98
H -7.27 6.83 -1.67
C -0.07 -0.69 -0.05
C -0.58 0.60 0.55
C 0.00 1.88 -0.14
O -1.25 2.49 -0.60
C -2.35 1.70 -0.31
O -3.51 1.96 -0.69
O -2.00 0.63 0.42
H -0.83 -1.47 0.06
H 0.82 -1.10 0.42
H 0.05 -0.74 -1.13
H -0.35 0.53 1.62
H 0.77 1.49 -0.81
H 0.39 2.42 0.72
C -3.48 -3.09 1.14
C -4.18 -4.22 0.26
C -3.23 -4.32 -0.95
C -3.60 -5.59 -1.75
C -3.55 -6.79 -0.80
C -4.52 -6.73 0.34
N -4.23 -5.43 1.08
O -5.00 -5.27 2.25
C -5.95 -6.89 -0.19
C -4.18 -7.96 1.20
C -5.54 -3.65 -0.17
H -3.49 -2.20 0.50
H -2.42 -3.29 1.34
H -3.87 -2.72 2.09
H -3.25 -3.47 -1.64
H -2.20 -4.26 -0.58
H -2.89 -5.73 -2.57
H -4.55 -5.49 -2.26
H -2.54 -6.87 -0.40
H -3.58 -7.72 -1.37
H -6.23 -6.33 -1.09
H -6.24 -7.94 -0.25
H -6.64 -6.62 0.61
H -3.20 -7.79 1.64
H -4.82 -8.02 2.08
H -4.19 -8.92 0.68
H -5.40 -2.66 -0.60
H -6.21 -3.72 0.68
H -6.08 -4.18 -0.96
H -4.41 -5.49 2.97
C 3.62 5.70 3.74
C 2.93 6.28 2.46
C 3.68 7.53 1.94
C 3.42 7.97 0.46
C 3.70 6.79 -0.42
C 2.94 5.47 -0.05
N 3.08 5.13 1.46
O 2.44 3.96 1.79
C 1.47 5.55 -0.42
C 3.67 4.47 -0.96
C 1.44 6.70 2.66
H 3.12 4.83 4.17
H 3.70 6.57 4.39
H 4.63 5.40 3.46
H 3.30 8.43 2.42
H 4.76 7.42 2.02
H 4.04 8.85 0.27
H 2.41 8.27 0.17
H 4.78 6.65 -0.35
H 3.38 7.14 -1.41
H 1.03 4.61 -0.11
H 0.92 6.43 -0.09
H 1.43 5.63 -1.51
H 4.74 4.44 -0.77
H 3.33 3.45 -0.74
H 3.54 4.61 -2.03
H 1.26 7.22 3.60
H 0.77 5.84 2.74
H 1.03 7.40 1.93
H 3.18 3.47 2.15
C 4.94 -4.55 1.45
C 3.89 -5.35 0.57
C 3.87 -6.80 1.12
C 3.14 -7.08 2.40
C 1.73 -6.49 2.29
C 1.72 -4.95 1.93
N 2.52 -4.76 0.72
O 2.42 -3.44 0.21
C 0.25 -4.71 1.51
C 2.04 -3.99 3.14
C 4.32 -5.52 -0.89
H 5.02 -4.70 2.53
H 5.02 -3.48 1.30
H 5.94 -4.88 1.16
H 3.36 -7.53 0.49
H 4.86 -7.25 1.20
H 3.56 -6.61 3.29
H 3.05 -8.12 2.68
H 1.27 -6.64 3.27
H 1.19 -6.99 1.49
H 0.02 -3.70 1.18
H -0.13 -5.37 0.73
H -0.50 -4.83 2.30
H 1.72 -3.00 2.81
H 1.58 -4.21 4.11
H 3.10 -3.96 3.37
H 5.36 -5.79 -1.05
H 4.16 -4.54 -1.33
H 3.71 -6.27 -1.40
H 1.82 -3.59 -0.52
C 4.58 0.64 1.91
C 4.70 0.55 3.49
C 4.42 -0.90 4.04
C 5.56 -1.89 3.64
C 6.84 -1.33 4.14
C 7.23 0.12 3.62
N 6.07 0.97 3.85
O 6.40 2.35 3.60
C 8.35 0.53 4.53
C 7.69 0.00 2.13
C 3.65 1.45 4.21
H 4.82 1.63 1.53
H 3.54 0.49 1.62
H 5.24 -0.05 1.37
H 4.36 -0.82 5.13
H 3.50 -1.31 3.63
H 5.55 -1.97 2.55
H 5.37 -2.89 4.03
H 7.61 -2.03 3.83
H 6.77 -1.33 5.23
H 8.66 1.53 4.23
H 7.89 0.65 5.51
H 9.20 -0.15 4.56
H 7.18 -0.79 1.59
H 7.56 0.96 1.63
H 8.74 -0.28 2.06
H 3.67 1.29 5.29
H 2.65 1.34 3.81
H 3.91 2.50 4.08
H 6.68 2.74 4.43
C 3.18 0.86 -5.27
C 2.19 -0.36 -5.21
C 1.62 -0.43 -6.58
C 2.48 -1.11 -7.65
C 2.99 -2.44 -7.12
C 3.76 -2.38 -5.79
N 2.90 -1.60 -4.81
O 3.36 -1.56 -3.43
C 3.99 -3.88 -5.40
C 5.02 -1.59 -5.97
C 1.05 -0.09 -4.17
H 3.77 0.94 -6.18
H 3.86 0.81 -4.41
H 2.64 1.78 -5.05
H 0.65 -0.91 -6.50
H 1.21 0.53 -6.90
H 3.33 -0.54 -8.03
H 2.01 -1.41 -8.58
H 3.73 -2.78 -7.85
H 2.22 -3.21 -7.10
H 4.65 -4.32 -6.15
H 4.43 -4.00 -4.41
H 3.06 -4.43 -5.26
H 5.28 -0.99 -5.10
H 5.82 -2.31 -6.17
H 5.09 -0.84 -6.76
H 1.41 0.11 -3.16
H 0.37 -0.92 -4.04
H 0.45 0.77 -4.47
H 2.76 -2.11 -2.91
*
```

Atom charges from the Löwdin analysis, given in e for atoms 1 to 8: atom 1 (C): -0.0140, atom 2 (C): -0.3608, atom 3 (C): -0.0863, atom 4 (O): 0.0780, atom 5 (C): -0.4863, atom 6 (O): 0.0958, atom 7 (O): 0.1197, atom 8 (H): 0.0934